A gas-phase ion, C3H5NO3P (charge -1) at a distorted geometry, computed with wB97M-V/def2-TZVPD.

Calculated values
SMILES	CN1[PH2]=C([O-])OC1=O
E_tot	-20113.91795	eV
energy above the lowest of the compared OMol25 structures with the same formula, charge and spin	1.8704	eV
Kohn-Sham gap	7.867	eV
total charge	-1
LUMO energy	4.00	eV

Last column: Löwdin charge in e.
Positions of all 13 atoms, in Å:
P: 1.148273 -1.381283 -0.450988  0.76
O: 2.887106 -2.618324 1.207335  -0.03
O: -0.445636 0.015974 3.140140  -0.01
O: 1.275771 -1.264474 2.244637  0.00
N: -0.022043 -0.099681 0.833964  -0.23
C: 1.961001 -1.826425 1.193184  -0.66
C: 0.179420 -0.334876 2.119843  -0.60
C: -1.176730 0.649121 0.469416  -0.19
H: -1.266350 0.486175 -0.658935  0.07
H: -2.074984 0.211427 0.966738  0.07
H: 2.241327 -2.212098 -1.045245  -0.13
H: 2.013959 -0.331495 -0.778179  -0.11
H: -1.322203 1.678126 0.773828  0.05

Cartesian forces (eV/Å) of the 3 atoms listed first:
P 0.880 -0.971 -1.031
O -1.215 1.277 1.746
O 1.528 -0.802 -1.416

---

C3H5NO3S in the gas phase at a distorted geometry, computed with wB97M-V/def2-TZVPD.

Calculated values
SMILES	NC(=O)OCOC=S
E_tot	-21658.59710	eV
energy above the lowest of the compared OMol25 structures with the same formula, charge and spin	1.5800	eV
Kohn-Sham gap	9.226	eV
LUMO energy	-0.24	eV

Last column: Löwdin charge in e.
Positions of all 13 atoms, in Å:
S: -1.193751 -1.662020 0.321609  0.75
O: 0.596670 0.914843 -0.492862  -0.04
O: 1.593635 -0.138221 1.367999  0.09
O: -1.833133 0.957031 -0.013728  -0.14
N: 2.139486 -0.798057 -0.709066  0.14
C: -0.498909 1.290615 0.422443  -0.18
C: -2.135616 -0.408274 -0.200785  -0.57
C: 1.391832 -0.153041 0.196593  -0.67
H: -0.477325 0.707641 1.270521  0.07
H: 2.490924 -1.762708 -0.364803  0.16
H: -3.173722 -0.340583 -0.615653  0.10
H: -0.572433 2.399092 0.458594  0.16
H: 1.672342 -1.006318 -1.640867  0.14

Cartesian forces (eV/Å) of the 3 atoms listed first:
S -1.445 1.085 -0.980
O -1.134 -1.758 2.599
O -0.632 -0.294 0.463

---

C3H5NO3S in the gas phase at a distorted geometry, computed with wB97M-V/def2-TZVPD.

Calculated values
E_tot	-21658.16569	eV
energy above the lowest of the compared OMol25 structures with the same formula, charge and spin	2.0114	eV
Kohn-Sham gap	8.873	eV
LUMO energy	0.28	eV

Last column: Löwdin charge in e.
Positions of all 13 atoms, in Å:
S: 2.083945 0.460826 -1.574755  0.98
O: -0.640745 -0.413288 -1.798463  0.09
O: 0.386757 -0.639797 0.190270  0.03
O: 2.150968 -0.850971 -2.122443  -0.53
N: -0.717981 -2.394299 -0.584338  0.21
C: -0.435011 -1.103491 -0.834122  -0.60
C: 0.974103 0.493555 -0.291764  -0.59
C: 0.867463 1.715929 0.544024  -0.07
H: -0.927043 -2.432041 0.369119  0.09
H: 1.568198 2.385494 -0.020088  0.08
H: 1.117976 1.483809 1.489738  0.03
H: -0.254510 2.073304 0.602770  0.14
H: -1.303162 -2.908469 -1.245441  0.14

Cartesian forces (eV/Å) of the 3 atoms listed first:
S -1.913 2.567 3.267
O -0.868 -0.912 0.265
O -0.478 0.539 -0.875

---

C3H5NO4 in the gas phase at a distorted geometry, computed with wB97M-V/def2-TZVPD.

Calculated values
SMILES	NC(C(=O)O)C(=O)O
E_tot	-12872.21437	eV
energy above the lowest of the compared OMol25 structures with the same formula, charge and spin	0.6608	eV
Kohn-Sham gap	10.516	eV
LUMO energy	0.18	eV

Last column: Löwdin charge in e.
Positions of all 13 atoms, in Å:
O: -1.281483 -1.483722 -0.020689  0.13
O: 1.466379 -1.596692 0.170225  0.07
O: -2.102825 0.546797 -0.494868  0.14
O: 2.309002 0.377646 -0.649704  0.15
N: 0.203515 1.835633 0.360259  0.11
C: -1.187034 -0.154328 -0.124348  -0.47
C: 1.369980 -0.221799 -0.186917  -0.38
C: 0.090904 0.378287 0.400197  -0.22
H: 0.963933 2.089395 -0.187161  0.05
H: 0.630503 -1.971409 -0.059083  0.05
H: -0.590240 2.103536 -0.151768  0.05
H: -1.955473 -1.925074 -0.521014  0.13
H: 0.082834 0.021731 1.464877  0.19

Cartesian forces (eV/Å) of the 3 atoms listed first:
O 1.585 -0.676 0.610
O 1.382 2.325 -1.152
O 0.902 -0.644 0.014

---

A molecular structure, C3H5NOS at a distorted geometry, computed with wB97M-V/def2-TZVPD.

Calculated values
E_tot	-17560.44084	eV
energy above the lowest of the compared OMol25 structures with the same formula, charge and spin	4.8266	eV
Kohn-Sham gap (spin up / spin down)	7.318 / 7.312	eV
LUMO energy (spin up / spin down)	0.25 / 0.24	eV

Last column: Löwdin charge in e.
Positions of all 11 atoms, in Å:
S: -0.353056 0.769743 0.834409  1.07
O: -0.715248 -0.823409 1.227286  -0.40
N: -1.060054 0.785062 -0.626192  -0.32
C: 1.910256 1.045518 0.312789  -0.08
C: -1.515101 -0.446274 -0.921054  -0.28
C: -1.289724 -1.410828 0.058241  -0.17
H: 2.048865 0.107670 -0.209616  0.01
H: 2.412633 1.149280 1.199848  -0.04
H: -1.525436 -2.455251 0.390546  0.12
H: -1.683079 -0.612628 -1.952490  0.09
H: 1.769942 1.891112 -0.313767  -0.01

Cartesian forces (eV/Å) of the 3 atoms listed first:
S 0.553 -0.679 -1.400
O 0.129 1.573 -0.789
N 0.984 1.441 1.807

---

C3H5NOS in the gas phase at a distorted geometry, computed with wB97M-V/def2-TZVPD.

Calculated values
SMILES	C1=NOCSC1
E_tot	-17562.04365	eV
energy above the lowest of the compared OMol25 structures with the same formula, charge and spin	3.2238	eV
Kohn-Sham gap	9.621	eV
LUMO energy	0.56	eV

Last column: Löwdin charge in e.
Positions of all 11 atoms, in Å:
S: 1.497187 -0.217111 -0.156597  0.83
O: -0.815781 1.049337 0.502437  -0.24
N: -1.686132 0.271665 -0.307670  0.06
C: -1.270339 -0.951382 -0.260002  -0.20
C: -0.001927 -1.266265 0.418517  -0.40
C: 0.445039 1.259720 -0.104335  -0.53
H: -1.932726 -1.599982 -0.909554  0.13
H: 0.314634 1.702113 -1.099487  0.08
H: -0.159022 -0.930868 1.427452  0.07
H: 0.336386 -2.356902 0.411704  0.10
H: 0.778267 2.110629 0.484568  0.09

Cartesian forces (eV/Å) of the 3 atoms listed first:
S -1.553 -0.726 0.370
O -0.321 0.180 -0.274
N 0.672 -1.195 0.689

---

C3H5NOS in the gas phase at a distorted geometry, computed with wB97M-V/def2-TZVPD.

Calculated values
SMILES	CC1=NSCO1
E_tot	-17564.04038	eV
energy above the lowest of the compared OMol25 structures with the same formula, charge and spin	1.2271	eV
Kohn-Sham gap	9.179	eV
LUMO energy	0.88	eV

Last column: Löwdin charge in e.
Positions of all 11 atoms, in Å:
S: 2.116064 -0.040319 0.868560  0.86
O: -0.471477 -0.311437 0.694547  -0.08
N: 1.343139 0.177319 -0.676847  -0.21
C: 0.540310 -0.349414 1.713624  -0.45
C: -0.905054 0.342397 -1.554083  -0.01
C: 0.096498 0.031914 -0.513750  -0.57
H: -0.497994 0.383533 -2.564025  0.09
H: -1.655183 -0.462456 -1.539361  0.09
H: 0.612303 -1.336572 2.186793  0.07
H: 0.278851 0.350321 2.540903  0.09
H: -1.457457 1.214716 -1.156361  0.10

Cartesian forces (eV/Å) of the 3 atoms listed first:
S 0.077 0.234 -0.596
O 0.889 0.193 -0.126
N 0.001 -0.111 1.109

---

C3H5NOS in the gas phase at a distorted geometry, computed with wB97M-V/def2-TZVPD.

Calculated values
SMILES	S=C1NCCO1
E_tot	-17564.59006	eV
energy above the lowest of the compared OMol25 structures with the same formula, charge and spin	0.6774	eV
Kohn-Sham gap	9.101	eV
LUMO energy	0.67	eV

Last column: Löwdin charge in e.
Positions of all 11 atoms, in Å:
S: -0.146674 2.591560 1.625320  0.61
O: 1.067578 0.967034 -0.055526  -0.08
N: -0.899217 0.116223 0.636364  0.03
C: -0.489919 -0.738336 -0.458790  -0.17
C: -0.014423 1.193957 0.726262  -0.89
C: 0.993222 -0.399317 -0.552292  -0.12
H: 1.467859 -0.418001 -1.530571  0.13
H: -0.668319 -1.815775 -0.293737  0.13
H: -1.017695 -0.542906 -1.376946  0.11
H: 1.484118 -1.041068 0.175086  0.12
H: -1.776529 0.086629 1.104831  0.13

Cartesian forces (eV/Å) of the 3 atoms listed first:
S -0.144 -1.152 -0.592
O -0.824 -0.583 0.135
N 2.258 1.142 -0.483

---

C3H5NOS in the gas phase at a distorted geometry, computed with wB97M-V/def2-TZVPD.

Calculated values
SMILES	O=CCNC=S
E_tot	-17563.91370	eV
energy above the lowest of the compared OMol25 structures with the same formula, charge and spin	1.3537	eV
Kohn-Sham gap	9.168	eV
LUMO energy	0.64	eV

Last column: Löwdin charge in e.
Positions of all 11 atoms, in Å:
S: -2.784846 -0.288497 -0.004334  0.57
O: 2.342629 0.500179 0.014701  0.07
N: -0.298089 0.633356 -0.093285  -0.10
C: 0.221474 -0.686620 0.006651  -0.19
C: -1.596497 0.892246 -0.031317  -0.69
C: 1.780091 -0.554140 -0.028242  -0.21
H: -0.112304 -1.132770 1.025145  0.15
H: 0.224158 1.433883 0.280931  0.15
H: -0.232091 -1.235766 -0.786001  0.09
H: -1.812599 1.919198 -0.107053  0.05
H: 2.268077 -1.481066 -0.277197  0.11

Cartesian forces (eV/Å) of the 3 atoms listed first:
S 0.689 1.023 -0.002
O 0.169 0.107 0.444
N -0.026 1.872 0.955

---

C3H5NOS in the gas phase at a distorted geometry, computed with wB97M-V/def2-TZVPD.

Calculated values
SMILES	CN(C=O)C=S
E_tot	-17564.33386	eV
energy above the lowest of the compared OMol25 structures with the same formula, charge and spin	0.9336	eV
Kohn-Sham gap	8.956	eV
LUMO energy	-0.08	eV

Last column: Löwdin charge in e.
Positions of all 11 atoms, in Å:
S: 2.678073 -0.241028 -0.070962  0.69
O: -2.255260 -0.437575 -0.041692  0.06
N: 0.008548 -0.108826 -0.153143  -0.19
C: 1.179672 -0.768282 0.062529  -0.73
C: -1.126834 -0.895114 -0.082513  -0.28
C: -0.132677 1.300393 0.004057  -0.06
H: -0.882947 -1.951618 -0.081886  0.13
H: 1.117678 -1.914681 0.244057  0.09
H: 0.812823 1.824160 -0.275351  0.08
H: -0.453590 1.508955 1.025361  0.10
H: -0.945482 1.683621 -0.630455  0.10

Cartesian forces (eV/Å) of the 3 atoms listed first:
S 0.975 0.874 0.161
O 1.273 -0.614 -0.065
N -0.065 -1.314 0.593

---

Question: Which formula does entry 4 have?
Answer: C3H5NO4

---

Question: What is the energy above the lowest of the compared OMol25 structures with the same formula, charge and spin in the second record?
Answer: 1.5800 eV

---

Question: Look up the energy above the lowest of the compared OMol25 structures with the same formula, charge and spin of the sixth one.
Answer: 3.2238 eV

---

Repeat the second record exactly.
C3H5NO3S in the gas phase at a distorted geometry, computed with wB97M-V/def2-TZVPD.

Calculated values
SMILES	NC(=O)OCOC=S
E_tot	-21658.59710	eV
energy above the lowest of the compared OMol25 structures with the same formula, charge and spin	1.5800	eV
Kohn-Sham gap	9.226	eV
LUMO energy	-0.24	eV

Last column: Löwdin charge in e.
Positions of all 13 atoms, in Å:
S: -1.193751 -1.662020 0.321609  0.75
O: 0.596670 0.914843 -0.492862  -0.04
O: 1.593635 -0.138221 1.367999  0.09
O: -1.833133 0.957031 -0.013728  -0.14
N: 2.139486 -0.798057 -0.709066  0.14
C: -0.498909 1.290615 0.422443  -0.18
C: -2.135616 -0.408274 -0.200785  -0.57
C: 1.391832 -0.153041 0.196593  -0.67
H: -0.477325 0.707641 1.270521  0.07
H: 2.490924 -1.762708 -0.364803  0.16
H: -3.173722 -0.340583 -0.615653  0.10
H: -0.572433 2.399092 0.458594  0.16
H: 1.672342 -1.006318 -1.640867  0.14

Cartesian forces (eV/Å) of the 3 atoms listed first:
S -1.445 1.085 -0.980
O -1.134 -1.758 2.599
O -0.632 -0.294 0.463